This record from OMol25 describes 2 unconnected molecules or ions with the total composition C21H39BrCl3F4N4O5P2 in a non-equilibrium geometry. The level of theory is wB97M-V/def2-TZVPD.

Calculated values
Total charge: +1
Frontier orbital gap, Eh: 0.286
LUMO energy, eV: -3.800
Total energy, eV: -175657.3233

```
79
C21H39BrCl3F4N4O5P2 (wB97M-V/def2-TZVPD)
C 2.272 -4.514 1.667
C 2.709 -3.297 0.823
O 1.628 -2.360 0.862
C 1.333 -1.795 -0.389
N 0.708 -0.470 -0.398
C 1.581 0.514 -0.899
N 1.842 0.531 -2.186
C 2.858 1.468 -2.739
P 1.139 -0.443 -3.498
O -0.351 -0.888 -2.971
Br 2.315 -2.383 -3.685
N 2.142 1.370 0.004
P 1.887 3.150 -0.236
C 0.446 3.462 -1.418
C 1.244 3.970 1.328
C 2.384 4.880 1.879
C 1.907 0.855 1.355
F 2.603 1.516 2.290
O 0.579 0.774 1.679
C -0.123 -0.012 0.699
C -1.259 0.868 0.041
C -1.805 1.994 0.922
O -2.801 1.562 1.857
C -2.410 1.745 3.192
C -2.884 3.091 3.753
F -2.337 4.138 3.145
F -4.209 3.123 3.664
F -2.612 3.197 5.053
C -0.892 -1.066 1.509
C -1.616 -2.172 0.696
N -3.074 -2.222 0.906
C -3.473 -3.584 1.347
C -5.014 -3.714 1.380
C -3.777 -1.889 -0.315
C -3.659 -2.711 -1.605
O -4.473 -0.940 -0.327
H 1.413 -4.993 1.181
H 2.036 -4.156 2.675
H 3.092 -5.239 1.747
H 2.984 -3.611 -0.194
H 3.594 -2.875 1.325
H 0.718 -2.508 -0.970
H 2.282 -1.732 -0.950
H 3.452 0.965 -3.548
H 2.360 2.369 -3.108
H 3.591 1.738 -1.968
H -0.744 -1.480 -3.637
H -0.488 3.590 -0.863
H 0.388 2.735 -2.234
H 0.706 4.428 -1.876
H 0.862 3.260 2.068
H 0.414 4.646 1.072
H 3.346 4.360 1.841
H 2.434 5.752 1.212
H 2.135 5.260 2.875
H 2.364 -0.151 1.383
H -0.943 1.252 -0.942
H -2.130 0.241 -0.201
H -1.057 2.580 1.464
H -2.317 2.703 0.247
H -2.916 0.985 3.807
H -1.333 1.589 3.368
H -1.629 -0.617 2.183
H -0.183 -1.571 2.183
H -1.142 -3.143 0.906
H -1.434 -2.002 -0.386
H -3.057 -4.364 0.683
H -3.079 -3.737 2.358
H -5.413 -4.069 0.420
H -5.325 -4.396 2.180
H -5.465 -2.735 1.592
H -4.677 -2.832 -1.994
H -3.241 -3.716 -1.455
H -3.096 -2.178 -2.380
C 5.434 1.249 -6.292
Cl 5.027 0.765 -4.630
Cl 5.815 -0.162 -7.271
Cl 4.108 2.168 -7.001
H 6.309 1.886 -6.251
```



This record from OMol25 describes a molecular structure, C26H38AsF16IrN3SbSi3 in a non-equilibrium geometry. The level of theory is wB97M-V/def2-TZVPD.

Calculated values
Total charge: +2
Spin multiplicity: 5
Energy relative to the best compared isomer or geometry (same formula, charge and spin), kcal/mol: 8.00
Frontier orbital gap (spin up / spin down), Eh: 0.275 / 0.206
LUMO energy (spin up / spin down), eV: -5.217 / -8.442
Total energy, eV: -169363.9214

```
89
C26H38AsF16IrN3SbSi3 (wB97M-V/def2-TZVPD)
Ir 0.063 0.204 -0.031
C 1.029 -1.589 2.095
N 0.430 -0.239 1.920
C 1.352 0.825 2.397
C 2.496 0.925 1.409
N 1.941 0.966 0.048
C 2.818 1.061 -1.003
C 4.071 0.401 -1.049
F 4.445 -0.408 -0.057
C 4.900 0.492 -2.144
F 6.046 -0.165 -2.172
C 4.516 1.260 -3.242
F 5.312 1.353 -4.285
C 3.296 1.930 -3.234
F 2.947 2.690 -4.261
C 2.466 1.820 -2.140
F 1.333 2.526 -2.122
C -0.897 -0.168 2.577
C -1.930 -0.978 1.789
N -1.544 -1.008 0.367
C -2.010 -2.006 -0.413
C -3.330 -2.522 -0.312
F -4.171 -1.990 0.573
C -3.783 -3.494 -1.168
F -5.031 -3.924 -1.100
C -2.924 -4.025 -2.138
F -3.365 -4.959 -2.949
C -1.605 -3.579 -2.246
F -0.799 -4.115 -3.141
C -1.168 -2.591 -1.402
F 0.103 -2.198 -1.476
H 1.252 -1.758 3.151
H 1.941 -1.678 1.511
H 0.329 -2.345 1.750
H 1.714 0.597 3.403
H 0.782 1.754 2.415
H 3.169 0.077 1.528
H 3.095 1.822 1.581
H -1.172 0.881 2.590
H -0.832 -0.535 3.606
H -2.916 -0.529 1.924
H -2.004 -2.005 2.150
F -0.378 0.512 -2.193
As -1.452 0.448 -3.664
F -0.411 1.617 -4.321
F -0.511 -0.874 -4.177
F -2.465 0.457 -5.020
F -2.510 -0.593 -2.791
F -2.451 1.833 -2.903
C -3.463 2.084 2.947
Si -2.539 3.525 2.132
C -1.039 4.072 3.133
C -3.808 4.876 1.903
Sb -1.405 2.709 -0.051
Si -0.465 4.836 -1.112
C -1.546 6.253 -0.561
C -0.522 4.651 -2.965
C 1.222 4.942 -0.286
Si -4.432 2.190 -2.621
C -4.863 0.847 -1.439
C -4.832 1.956 -4.392
C -4.477 3.911 -1.995
H -4.388 2.423 3.417
H -2.889 1.613 3.745
H -3.735 1.330 2.207
H -1.284 4.893 3.811
H -0.225 4.413 2.493
H -0.672 3.251 3.752
H -4.079 5.241 2.898
H -4.722 4.481 1.457
H -3.477 5.731 1.326
H -2.604 6.083 -0.743
H -1.264 7.150 -1.120
H -1.391 6.483 0.493
H -1.543 4.803 -3.323
H -0.165 3.692 -3.312
H 0.092 5.422 -3.440
H 1.180 5.605 0.578
H 1.966 5.360 -0.970
H 1.585 3.963 0.034
H -4.403 -0.089 -1.739
H -5.950 0.711 -1.479
H -4.596 1.096 -0.412
H -4.686 0.932 -4.725
H -4.237 2.628 -5.014
H -5.884 2.218 -4.548
H -4.535 3.967 -0.910
H -5.368 4.377 -2.428
H -3.620 4.488 -2.344
```



This record from OMol25 describes a molecular structure, C18H58BN13O12Pd in a non-equilibrium geometry. The level of theory is wB97M-V/def2-TZVPD.

Calculated values
Total charge: 0
Spin multiplicity: 3
Energy relative to the best compared isomer or geometry (same formula, charge and spin), kcal/mol: 0.00
Frontier orbital gap (spin up / spin down), Eh: 0.204 / 0.203
LUMO energy (spin up / spin down), eV: 0.155 / 0.155
Total energy, eV: -67697.6705

```
103
C18H58BN13O12Pd (wB97M-V/def2-TZVPD)
N -2.948 1.058 0.878
H -3.559 0.801 1.640
H -3.476 0.875 0.037
H -2.010 0.683 0.846
H -2.878 2.061 0.784
Pd 0.467 -1.301 2.825
B -0.149 -0.180 0.850
H -0.209 0.403 1.756
H -0.664 -1.115 1.009
H -0.549 0.369 0.012
H 0.882 -0.497 0.839
C -1.202 -2.415 4.609
O -1.583 -1.830 3.571
O 0.013 -2.323 4.833
O -2.147 -2.788 5.356
C -2.551 2.805 -3.978
O -3.282 1.717 -3.468
C -2.474 0.673 -2.997
C -3.464 -0.343 -2.293
N -4.413 0.305 -1.316
C -5.629 -0.499 -1.136
C -6.560 -0.495 -2.356
O -7.291 0.755 -2.349
C -8.626 0.586 -2.056
H -3.078 3.723 -3.717
H -2.392 2.944 -5.047
H -1.538 2.973 -3.612
H -1.753 1.050 -2.271
H -1.938 0.247 -3.845
H -2.923 -1.135 -1.774
H -3.937 -0.829 -3.146
H -4.795 1.080 -1.841
H -6.189 -0.138 -0.273
H -5.391 -1.533 -0.885
H -7.239 -1.347 -2.387
H -6.047 -0.580 -3.313
H -8.779 0.018 -1.139
H -9.119 -0.002 -2.830
H -9.148 1.542 -2.012
C 1.479 2.930 -2.737
O 2.179 2.991 -1.443
C 2.695 1.682 -1.028
C 3.831 1.645 -0.054
N 5.039 2.031 -0.728
C 6.156 2.118 0.213
C 7.464 2.548 -0.516
O 7.283 3.923 -0.905
C 8.200 4.465 -1.910
H 1.296 3.917 -3.160
H 0.536 2.383 -2.717
H 2.137 2.532 -3.509
H 2.905 1.156 -1.960
H 1.871 1.061 -0.676
H 3.930 0.693 0.467
H 3.636 2.473 0.627
H 5.021 2.945 -1.157
H 6.315 1.166 0.721
H 6.003 2.839 1.016
H 7.671 1.832 -1.312
H 8.309 2.557 0.172
H 9.235 4.480 -1.569
H 7.893 5.487 -2.130
H 8.099 3.847 -2.802
C 3.854 -1.096 3.156
O 2.673 -1.219 2.927
N 4.387 -0.443 4.200
N 4.888 -1.437 2.379
H 3.751 -0.107 4.909
H 5.341 -0.114 4.243
H 5.834 -1.236 2.669
H 4.632 -1.785 1.466
C 0.911 1.895 4.042
O 0.625 0.698 3.987
N 0.952 2.556 5.210
N 1.068 2.725 3.080
H 1.092 3.535 5.009
H 0.923 2.066 6.093
H 1.356 3.689 3.166
H 1.065 2.255 2.186
C 0.525 -2.497 -2.325
O -0.574 -2.816 -1.971
N 1.268 -3.169 -3.152
N 1.173 -1.534 -1.846
H 2.062 -2.763 -3.627
H 0.939 -4.110 -3.312
H 0.695 -1.015 -1.123
H 2.109 -1.369 -2.188
C -3.962 -3.241 1.334
O -3.956 -3.287 2.545
N -4.747 -4.020 0.605
N -3.136 -2.497 0.598
H -5.403 -4.585 1.124
H -4.675 -4.023 -0.402
H -3.153 -2.646 -0.401
H -2.501 -1.868 1.070
C 0.146 -4.273 1.573
O 0.605 -3.160 1.889
N -0.022 -5.226 2.363
N -0.123 -4.563 0.358
H -0.369 -6.140 2.110
H -0.022 -4.911 3.323
H -0.457 -5.509 0.247
H -0.392 -3.781 -0.222
```



This record from OMol25 describes a molecular structure, C3H10NS2 in a non-equilibrium geometry. The level of theory is wB97M-V/def2-TZVPD.

Calculated values
Total charge: +1
Energy relative to the best compared isomer or geometry (same formula, charge and spin), kcal/mol: 54.71
Frontier orbital gap, Eh: 0.341
LUMO energy, eV: -4.204
Total energy, eV: -26425.1771

```
16
C3H10NS2 (wB97M-V/def2-TZVPD)
C -1.685 -0.322 0.573
C -0.435 0.608 0.282
C 0.712 -0.286 0.749
N -0.317 0.931 -1.191
S 0.681 -1.835 -0.055
S 2.415 0.968 -0.100
H -1.792 -1.065 -0.212
H -1.518 -0.918 1.440
H -2.604 0.206 0.750
H -0.428 1.503 1.012
H 0.915 -0.373 1.751
H -1.143 1.421 -1.210
H -0.317 0.037 -1.728
H 0.642 1.340 -1.377
H 2.051 -2.180 0.273
H 2.822 -0.034 -0.956
```



This record from OMol25 describes a molecular structure, C18H27BrINOPd in a non-equilibrium geometry. The level of theory is wB97M-V/def2-TZVPD.

Calculated values
Total charge: -2
Frontier orbital gap, Eh: 0.130
LUMO energy, eV: 4.612
Total energy, eV: -104262.2491

```
50
C18H27BrINOPd (wB97M-V/def2-TZVPD)
Pd -1.286 0.418 -3.173
C 4.839 -1.320 0.970
C 3.998 -0.088 1.354
C 4.716 1.179 0.857
C 3.944 -0.036 2.886
C 2.611 -0.178 0.726
C 2.470 -0.338 -0.653
C 1.230 -0.465 -1.217
Br 1.114 -0.755 -3.127
C -0.011 -0.471 -0.493
O -1.107 -0.747 -1.034
C 0.166 -0.207 0.912
C 1.432 -0.105 1.458
C -1.020 -0.099 1.868
C -0.914 1.182 2.715
C -1.011 -1.338 2.780
C -2.374 -0.046 1.159
H 5.815 -1.281 1.462
H 4.992 -1.362 -0.105
H 4.325 -2.230 1.278
H 5.731 1.239 1.263
H 4.161 2.062 1.167
H 4.772 1.182 -0.229
H 4.957 -0.038 3.298
H 3.413 -0.901 3.280
H 3.441 0.868 3.222
H 3.340 -0.372 -1.292
H 1.491 0.030 2.529
H -0.026 1.189 3.346
H -1.790 1.285 3.359
H -0.867 2.046 2.055
H -0.089 -1.395 3.358
H -1.076 -2.230 2.158
H -1.861 -1.326 3.466
H -2.383 0.745 0.414
H -3.170 0.132 1.888
H -2.567 -0.975 0.635
C -6.118 -1.524 -3.276
C -5.222 -0.282 -3.374
C -3.857 -0.578 -3.782
N -2.767 -0.741 -4.160
H -7.140 -1.230 -3.022
H -5.750 -2.200 -2.507
H -6.145 -2.057 -4.223
H -5.205 0.227 -2.404
H -5.644 0.418 -4.109
I 0.869 3.577 -3.647
C -1.190 2.703 -3.353
H -1.714 3.154 -4.212
H -1.521 3.281 -2.473
```



This record from OMol25 describes a molecular structure, C9H8BCl16F3O5S in a non-equilibrium geometry. The level of theory is wB97M-V/def2-TZVPD.

Calculated values
Total charge: 0
Frontier orbital gap, Eh: 0.391
LUMO energy, eV: -0.281
Total energy, eV: -239721.4135

```
43
C9H8BCl16F3O5S (wB97M-V/def2-TZVPD)
C -1.415 -3.730 0.684
C -0.186 -2.820 0.404
B 0.204 -1.903 1.612
O -0.747 -1.114 2.238
C 1.704 -1.803 2.183
O 1.915 -1.905 3.605
S 3.505 -1.636 3.718
O 4.120 -2.348 4.749
O 3.866 -0.274 3.699
O 3.966 -2.164 2.234
C 2.819 -2.580 1.478
C 2.817 -4.136 1.634
F 2.580 -4.762 0.489
F 4.008 -4.545 2.004
F 1.952 -4.546 2.532
H -2.096 -3.320 1.429
H -1.138 -4.755 0.919
H -1.986 -3.783 -0.244
H -0.440 -2.152 -0.435
H 0.616 -3.463 0.035
H -0.602 -0.201 1.946
H 1.953 -0.736 2.000
H 2.761 -2.244 0.445
C -3.224 -1.494 -2.182
Cl -3.959 -0.596 -3.511
Cl -2.745 -0.366 -0.905
Cl -4.389 -2.655 -1.535
Cl -1.795 -2.357 -2.776
C -3.773 3.043 -5.144
Cl -5.051 1.922 -5.640
Cl -2.399 2.128 -4.511
Cl -3.256 3.998 -6.538
Cl -4.392 4.123 -3.892
C -5.552 7.906 -4.414
Cl -3.970 7.517 -3.722
Cl -6.130 9.433 -3.735
Cl -5.405 8.058 -6.168
Cl -6.705 6.619 -4.029
C 6.514 2.726 3.871
Cl 6.292 1.306 4.892
Cl 7.817 2.425 2.712
Cl 5.016 3.064 2.994
Cl 6.934 4.121 4.876
```



This record from OMol25 describes 2 unconnected molecules or ions with the total composition C2H7O2 in a non-equilibrium geometry. The level of theory is wB97M-V/def2-TZVPD.

Calculated values
Total charge: -1
Energy relative to the best compared isomer or geometry (same formula, charge and spin), kcal/mol: 13.46
Frontier orbital gap, Eh: 0.274
LUMO energy, eV: 4.648
Total energy, eV: -6282.1081

```
11
C2H7O2 (wB97M-V/def2-TZVPD)
O -1.159 2.034 0.816
H -1.090 1.404 0.008
C 0.394 -0.332 -1.017
O -0.681 0.479 -1.233
C 0.448 -0.930 0.475
H 0.281 -1.194 -1.706
H 1.331 0.255 -1.097
H -1.218 1.400 1.537
H 1.044 -1.839 0.454
H 1.195 -0.253 0.879
H -0.546 -1.023 0.885
```



This record from OMol25 describes C10H10N2S in the gas phase in a non-equilibrium geometry. The level of theory is wB97M-V/def2-TZVPD.

Calculated values
Total charge: 0
Energy relative to the best compared isomer or geometry (same formula, charge and spin), kcal/mol: 61.26
Frontier orbital gap, Eh: 0.301
LUMO energy, eV: 0.833
Total energy, eV: -24345.5123

```
23
C10H10N2S (wB97M-V/def2-TZVPD)
C -2.818 -0.554 1.070
C -1.669 -0.485 1.794
C -2.713 -0.630 -0.297
C -0.481 -0.687 1.084
C -1.513 -0.725 -1.017
C 2.954 1.869 -0.694
C 1.940 1.146 -1.226
C -0.338 -0.886 -0.265
C 3.052 -0.185 0.452
C 0.930 -1.137 -0.910
N 3.600 1.078 0.315
N 1.898 -0.039 -0.731
S 3.314 -1.408 1.399
H -3.835 -0.621 1.567
H -1.693 -0.357 2.775
H -3.541 -0.739 -0.998
H 0.368 -0.477 1.579
H -1.532 -0.724 -2.164
H 3.096 2.936 -0.969
H 1.163 1.313 -1.993
H 1.355 -2.070 -0.438
H 0.840 -1.349 -2.035
H 4.352 1.525 0.902
```



> Look up the total energy of the seventh one.

-6282.1081 eV